C27H28O4S | the ωB97M-V functional and the def2-TZVPD basis

```
60
Properties=species:S:1:pos:R:3:forces:R:3:lowdin_charge:R:1
C -6.27541 -2.73071 -1.54664 -0.219 0.004 0.060 -0.046
C -4.92348 -2.08006 -1.56372 0.405 -0.079 -0.128 -0.252
C -3.75769 -2.85111 -1.71132 0.109 0.277 0.114 -0.013
C -2.50384 -2.27265 -1.56354 0.326 0.344 0.059 0.020
C -2.36327 -0.87255 -1.35356 -1.299 -0.070 0.100 -0.186
C -1.08158 -0.24480 -1.29403 0.374 -0.388 -0.778 0.080
C -0.88519 1.08104 -1.66500 -0.061 0.712 -0.079 -0.045
C 0.35773 1.67868 -1.84605 -0.336 -0.933 -0.193 0.050
C 0.56374 3.07715 -2.03936 -0.066 1.396 -0.370 -0.201
C 1.82580 3.59880 -2.45314 -0.451 -0.252 0.303 0.003
C 2.05483 4.96745 -2.48159 -0.188 -0.228 0.000 -0.029
C 1.04200 5.87175 -2.12680 0.128 -0.343 0.144 -0.256
C 1.34975 7.33715 -2.05823 -0.060 0.320 -0.054 -0.047
C -0.23188 5.37902 -1.80866 0.029 -0.114 -0.037 -0.025
C -0.47701 4.01420 -1.77857 0.447 -0.224 -0.018 0.003
C -3.55704 -0.09726 -1.28602 0.192 -0.356 -0.282 -0.005
C -4.80457 -0.69401 -1.39294 0.289 0.080 0.125 -0.032
H -7.03418 -1.98962 -1.27156 0.054 -0.249 -0.091 0.077
H -6.55241 -3.17217 -2.51379 0.158 0.129 0.180 0.090
H -6.29281 -3.53705 -0.80087 -0.018 0.181 -0.187 0.092
H -3.84177 -3.91937 -1.92121 0.057 0.299 0.191 0.125
H -1.59578 -2.87234 -1.63492 -0.266 0.052 0.134 0.123
H -0.21343 -0.87137 -1.08913 0.092 0.089 0.029 0.110
H -1.76599 1.68492 -1.93064 0.419 -0.310 0.391 0.102
H 1.22914 1.02551 -1.90742 -0.067 -0.010 0.403 0.119
H 2.60903 2.89952 -2.74807 -0.116 0.164 0.208 0.125
H 3.03521 5.35853 -2.75999 -0.257 -0.181 0.045 0.122
H 0.46708 7.90448 -1.74229 0.231 -0.061 -0.087 0.079
H 2.16731 7.54779 -1.35150 -0.259 -0.152 -0.186 0.094
H 1.67163 7.71042 -3.03975 -0.084 -0.054 0.201 0.091
H -1.02731 6.08503 -1.55815 0.228 -0.250 -0.087 0.118
H -1.46942 3.64296 -1.52198 0.306 0.228 0.062 0.110
H -3.48354 0.97933 -1.14989 -0.118 -0.241 0.089 0.107
H -5.70884 -0.08707 -1.33345 0.247 -0.137 0.076 0.114
C 3.41030 2.29353 1.68120 0.108 0.136 0.232 -0.084
C 3.11239 1.15360 0.74065 -0.346 0.029 0.495 -0.238
O 2.11182 0.34629 1.41239 0.961 0.980 -1.083 -0.044
C 1.66240 -0.67805 0.62850 -0.868 -1.330 0.836 -0.589
C 0.87518 -1.56164 1.44081 0.459 0.648 -1.026 -0.175
S 0.82546 -3.21621 1.09236 0.410 0.525 0.815 0.622
C 1.30124 -3.98840 2.65676 -0.159 -0.032 0.551 -0.265
C 2.59614 -4.50280 2.83838 -0.249 -0.074 -0.086 -0.056
C 2.90087 -5.22903 3.99289 -0.239 0.082 -0.003 -0.087
C 1.93101 -5.41303 4.98511 -0.058 0.292 -0.187 -0.097
C 0.68590 -4.78821 4.85665 0.031 0.034 -0.134 -0.090
C 0.37123 -4.07088 3.69703 0.208 -0.282 0.003 -0.073
O -0.54265 -3.58785 0.79414 -0.127 -0.718 -0.037 -0.350
O 1.90066 -3.61766 0.22194 -0.168 -0.064 -0.759 -0.328
O 1.92192 -0.74834 -0.58124 0.038 0.233 0.594 -0.019
H 4.14260 2.97223 1.23180 -0.082 -0.030 0.099 0.073
H 2.48943 2.84773 1.89880 0.205 -0.037 -0.029 0.077
H 3.81583 1.91279 2.62873 -0.105 0.142 -0.240 0.081
H 2.72269 1.53394 -0.21454 0.180 -0.239 0.217 0.091
H 4.01265 0.54460 0.56038 -0.377 0.132 -0.108 0.132
H 0.48312 -1.24539 2.40072 0.279 -0.105 -0.102 0.080
H 3.35862 -4.35992 2.07096 -0.392 -0.070 0.107 0.112
H 3.89914 -5.66114 4.10892 -0.374 0.141 -0.038 0.102
H 2.14746 -6.02432 5.86143 -0.019 0.217 -0.185 0.098
H -0.05785 -4.86789 5.65356 0.258 -0.030 -0.250 0.100
H -0.60434 -3.59554 3.58545 0.203 -0.230 -0.016 0.112
```
Positions in Å, forces in eV/Å.

Values from the calculation:
Gap between HOMO and LUMO ... 3.93 eV
HOMO ... -6.53 eV
F_max ... 1.8 eV Å⁻¹
Charge ... 0

C53H47AsBrCeN4O4P2S6 | the ωB97M-V functional and the def2-TZVPD basis

```
119
Properties=species:S:1:pos:R:3:forces:R:3:lowdin_spin:R:1
Ce -0.57922 0.12135 -0.72228 -0.541 -0.403 0.317 1.013
O -1.76601 5.95276 -0.67764 0.109 0.007 0.042 0.000
C -0.61338 5.79329 -1.41245 0.125 0.365 -0.607 0.000
C -0.20740 6.92708 -2.14129 1.040 -0.878 -0.050 0.000
C 0.96949 6.86253 -2.90946 -0.782 -0.905 0.557 0.000
C 1.70129 5.66299 -2.92451 -0.061 0.744 -0.067 0.000
C 1.27273 4.56642 -2.20011 -0.539 0.076 0.227 0.000
C 0.08392 4.57524 -1.46897 0.231 1.206 -0.753 0.000
C -0.44255 3.31338 -0.85295 0.128 -0.158 1.191 0.000
O 0.21434 2.19438 -1.18766 0.225 -0.075 -0.177 -0.003
N -0.28050 3.53760 0.64390 0.614 -0.575 -1.598 0.000
N -0.61727 2.54760 1.43777 -0.605 -0.048 -0.173 0.000
C -0.98928 2.84610 2.61989 -0.611 -0.820 1.190 0.000
C -1.35548 1.79907 3.61363 1.345 0.434 -1.657 0.000
Br -0.54344 0.14844 3.17911 0.033 -0.545 0.015 0.000
C -1.98934 1.90189 4.76492 -0.300 -0.662 1.393 0.000
C -2.70684 3.09539 5.23139 0.325 -0.486 -0.187 0.000
C -2.61575 3.52397 6.54589 0.180 0.606 0.329 0.000
C -3.15800 4.74236 6.95787 -0.442 -0.479 -0.437 0.000
C -3.90698 5.46444 6.03659 -0.198 -0.061 -0.568 0.000
C -4.05072 5.00994 4.70945 0.197 0.002 1.035 0.000
C -3.46162 3.81080 4.32653 -0.596 1.056 -0.153 0.000
H -2.19011 5.09589 -0.59796 -0.279 -0.353 0.021 0.000
H -0.81598 7.81486 -2.10409 -0.126 0.115 0.007 0.000
H 1.24853 7.69307 -3.53944 0.135 0.134 0.034 0.000
H 2.59761 5.58905 -3.52947 0.007 0.000 0.060 0.000
H 1.82914 3.64985 -2.18029 0.111 -0.293 -0.322 0.000
H -1.53160 3.20180 -1.04627 0.189 0.190 -0.103 0.000
H -0.45624 4.47510 0.91346 -0.373 0.987 0.764 0.000
H -1.00512 3.87901 2.93695 -0.178 0.317 0.224 0.000
H -1.90893 1.02868 5.43781 -0.281 0.584 -0.327 0.000
H -2.07264 2.90241 7.22801 0.324 -0.145 0.398 0.000
H -3.07037 5.11125 7.97719 0.062 -0.239 -0.128 0.000
H -4.45084 6.34319 6.36851 0.225 0.115 -0.157 0.000
H -4.62237 5.59719 4.01039 -0.174 -0.013 -0.135 0.000
H -3.62262 3.42332 3.33585 0.106 -0.032 -0.274 0.000
S -4.76983 -0.67602 -3.99831 0.310 0.239 0.151 0.000
As -2.98672 0.41980 -3.50946 0.530 -0.147 0.088 0.000
S -1.33324 -1.08383 -3.10708 -0.141 0.096 -0.030 -0.004
S -3.11819 1.32281 -1.48997 -0.274 -0.157 0.368 -0.003
S -2.23134 1.94361 -4.81555 -0.220 -0.376 0.074 0.000
C 2.75236 -2.46255 -2.61753 -0.047 0.327 -0.832 0.000
N 3.14198 -1.46698 -1.57855 -0.259 -0.295 -0.480 0.000
P 2.99331 -1.98362 0.01655 -0.605 -0.490 -0.279 0.000
C 1.09460 -3.94703 0.69307 0.449 0.163 -0.254 0.000
C -0.09825 -4.01581 1.41759 -0.019 0.082 -0.103 0.000
C -0.40138 -5.17269 2.08899 -0.092 -0.555 -0.091 0.000
C 0.42554 -6.30586 1.99894 -0.856 0.323 0.995 0.000
C 1.56557 -6.25124 1.23456 0.885 0.186 -0.500 0.000
C 1.90352 -5.07003 0.55108 -0.865 -1.127 0.967 0.000
C 4.38684 -3.17339 0.24400 -0.325 0.546 -0.714 0.000
C 5.31760 -3.46943 -0.76636 -0.840 0.042 1.204 0.000
C 6.45612 -4.16129 -0.42895 0.688 -0.329 0.348 0.000
C 6.69144 -4.59537 0.88450 -0.097 0.001 -0.045 0.000
C 5.74753 -4.29799 1.88743 0.933 -0.153 -0.842 0.000
C 4.62453 -3.56793 1.54313 -0.499 -0.226 0.886 0.000
P 2.51356 0.18576 -1.79540 -0.053 -0.578 -0.112 0.000
C 4.02305 1.11408 -1.35088 -0.534 0.369 0.491 0.000
C 5.31847 0.65047 -1.48474 -0.078 -0.923 -0.426 0.000
C 6.41092 1.42660 -1.16864 -0.042 0.187 -0.355 0.000
C 6.16411 2.71068 -0.72336 0.060 0.542 0.459 0.000
C 4.87714 3.17343 -0.47959 0.012 0.453 0.004 0.000
C 3.79278 2.35570 -0.76831 0.348 0.368 -0.303 0.000
C 2.57101 0.31546 -3.61424 0.100 0.237 -0.116 0.000
C 3.72762 0.00475 -4.31079 0.894 0.070 -0.099 0.000
C 3.84427 0.18562 -5.67726 -0.322 -0.123 0.442 0.000
C 2.73442 0.67343 -6.33889 0.186 -0.231 -0.257 0.000
C 1.54497 0.92295 -5.68404 -0.488 1.120 -1.522 0.000
C 1.47714 0.80026 -4.33308 -0.991 -0.550 1.641 0.000
H 1.66159 -2.55202 -2.73223 0.172 0.220 0.034 0.000
H 3.10951 -3.44841 -2.35750 0.130 -0.290 0.325 0.000
H 3.19715 -2.22411 -3.62763 -0.470 -0.070 1.251 0.000
H -0.78285 -3.18332 1.40657 0.070 0.249 0.069 0.000
H -1.32521 -5.19371 2.66729 0.213 -0.170 -0.090 0.000
H 0.14270 -7.15577 2.61695 0.256 -0.133 -0.343 0.000
H 2.25263 -7.10906 1.15839 -0.477 0.362 0.012 0.000
H 2.75943 -5.07582 -0.07691 0.524 0.159 -0.398 0.000
H 5.12861 -3.18346 -1.77301 0.013 0.362 -0.569 0.000
H 7.20042 -4.31641 -1.20422 -0.010 -0.238 0.122 0.000
H 7.61461 -5.17047 1.08378 -0.647 0.454 0.085 0.000
H 5.93233 -4.57748 2.91530 -0.072 -0.113 0.011 0.000
H 3.88062 -3.31608 2.31019 0.405 -0.009 -0.283 0.000
H 5.44449 -0.36176 -1.85687 0.146 0.051 0.091 0.000
H 7.42144 1.06847 -1.35962 -0.187 0.064 0.194 0.000
H 6.96763 3.39339 -0.52273 0.461 0.114 0.069 0.000
H 4.74946 4.20579 -0.10365 -0.071 -0.760 -0.183 0.000
H 2.78140 2.69573 -0.60468 -0.166 -0.046 0.128 0.000
H 4.60535 -0.34463 -3.78730 0.003 -0.115 0.202 0.000
H 4.75983 -0.07121 -6.20478 -0.118 0.138 0.089 0.000
H 2.84111 0.83547 -7.38086 -0.231 0.173 -0.977 0.000
H 0.65956 1.33597 -6.20936 0.643 -0.485 0.303 0.000
H 0.49496 0.99513 -3.87450 0.610 0.056 0.049 0.000
S 3.12998 -0.53261 1.28916 0.060 0.052 0.173 0.000
O 0.49054 -1.80956 -0.03407 0.017 0.364 -0.095 -0.002
N 1.46246 -2.77313 0.06118 0.902 0.320 -0.509 0.000
O -2.59375 -1.30228 0.77803 1.404 0.756 0.309 -0.001
S -3.63355 -1.64940 -0.23432 -0.669 -0.186 -0.216 0.000
C -5.13503 -0.91861 0.45373 -0.111 -0.629 -0.566 0.000
C -6.24773 -0.75695 -0.37071 0.418 0.518 0.982 0.000
C -7.34517 -0.09412 0.16835 -0.601 -0.402 -0.827 0.000
C -7.33280 0.31955 1.48325 -0.114 0.420 0.834 0.000
C -6.19647 0.16198 2.27292 -0.406 -0.220 -0.125 0.000
C -5.09227 -0.50170 1.76797 0.329 0.411 -0.030 0.000
C -3.91273 -3.38163 0.18527 -0.683 0.778 -0.740 0.000
C -4.05763 -4.22195 -0.90088 0.388 -0.333 -0.486 0.000
C -4.20315 -5.58399 -0.68080 -0.535 0.218 0.902 0.000
C -4.34170 -6.01517 0.66218 0.231 -0.381 -1.496 0.000
C -4.26235 -5.15286 1.73021 -0.119 0.620 -0.162 0.000
C -4.03852 -3.80132 1.48181 0.091 0.048 1.053 0.000
H -6.19720 -1.05720 -1.39603 0.001 -0.069 -0.567 0.000
H -8.21917 0.08081 -0.47443 0.360 -0.068 0.381 0.000
H -8.19517 0.78814 1.97442 0.225 -0.062 -0.556 0.000
H -6.23630 0.56921 3.26916 0.253 -0.080 0.300 0.000
H -4.15068 -0.63203 2.30199 -0.265 0.136 0.056 0.000
H -4.01290 -3.79128 -1.90556 0.066 -0.178 0.232 0.000
H -4.30078 -6.24760 -1.53981 0.077 -0.053 0.412 0.000
H -4.51010 -7.05646 0.85350 -0.060 -0.454 0.046 0.000
H -4.43810 -5.52754 2.72691 0.134 0.040 0.171 0.000
H -3.97440 -3.06454 2.29481 0.038 -0.397 -0.358 0.000
```
Positions in Å, forces in eV/Å.

Values from the calculation:
Gap between HOMO and LUMO (spin up / spin down) ... 5.37 / 5.38 eV
Spin multiplicity ... 2
HOMO (spin up / spin down) ... -1.79 / -1.79 eV
F_max ... 2.2 eV Å⁻¹
Charge ... -2

Calculated total energy for every record listed, in sequence, given in eV: -47475.0887 -297278.5526.